{"formula": "C18H14F6IrN3O9S5", "method": "ωB97M-V/def2-TZVPD", "elements": ["Ir", "F", "C", "F", "F", "S", "O", "O", "N", "S", "O", "O", "C", "F", "F", "F", "N", "C", "S", "C", "C", "C", "N", "C", "C", "H", "H", "H", "H", "H", "H", "C", "O", "C", "S", "S", "H", "H", "H", "O", "C", "O", "C", "C", "C", "C", "O", "C", "O", "C", "C", "H", "H", "H", "H", "H"], "positions_angstrom": [[0.686, -0.465, -1.286], [4.491, 0.892, 0.313], [3.704, 1.739, -0.335], [2.476, 1.666, 0.203], [4.150, 2.969, -0.180], [3.558, 1.223, -2.123], [2.757, -0.010, -2.035], [4.868, 1.062, -2.628], [2.752, 2.365, -2.811], [1.210, 2.534, -2.584], [0.846, 3.378, -1.500], [0.437, 1.278, -2.696], [0.754, 3.399, -4.169], [1.612, 4.362, -4.430], [0.756, 2.514, -5.162], [-0.465, 3.903, -4.050], [-6.524, -0.018, -1.027], [-5.694, 0.422, -1.978], [-6.252, 1.268, -3.282], [-4.244, 0.132, -1.822], [-3.689, -0.254, -0.600], [-2.335, -0.510, -0.524], [-1.529, -0.403, -1.580], [-2.041, -0.023, -2.753], [-3.384, 0.245, -2.913], [-7.510, 0.164, -1.112], [-6.224, -0.622, -0.281], [-4.275, -0.343, 0.302], [-1.887, -0.808, 0.412], [-1.351, 0.071, -3.579], [-3.769, 0.540, -3.877], [2.201, -5.554, -2.040], [1.115, -4.959, -1.302], [0.963, -3.676, -1.318], [-0.325, -2.992, -0.471], [1.949, -2.580, -2.135], [3.147, -5.369, -1.531], [2.249, -5.142, -3.048], [1.991, -6.617, -2.073], [1.639, -1.045, 0.738], [0.888, -0.246, 1.374], [0.005, 0.392, 0.730], [0.976, -0.102, 2.837], [1.671, -1.048, 3.584], [1.685, -0.998, 4.973], [0.987, 0.031, 5.565], [0.811, 0.290, 6.879], [0.011, 1.464, 6.968], [-0.273, 1.897, 5.646], [0.318, 1.006, 4.808], [0.293, 0.965, 3.441], [2.185, -1.840, 3.057], [2.217, -1.729, 5.564], [0.558, 2.242, 7.508], [-0.924, 1.237, 7.489], [-0.223, 1.700, 2.841]], "multiplicity": 2, "e_tot_ev": -115099.9168, "homo_energy_ev": [-10.8, -10.8], "max_force_ev_per_a": 1.89, "s2": 0.958, "relative_energy_kcal_mol": 66.05, "charge": 1}



{"formula": "C42H118N8O18", "method": "ωB97M-V/def2-TZVPD", "elements": ["C", "C", "C", "O", "C", "N", "H", "H", "H", "H", "H", "H", "H", "H", "H", "H", "H", "C", "C", "C", "O", "C", "N", "H", "H", "H", "H", "H", "H", "H", "H", "H", "H", "H", "C", "C", "C", "O", "C", "N", "H", "H", "H", "H", "H", "H", "H", "H", "H", "H", "H", "C", "C", "C", "O", "C", "N", "H", "H", "H", "H", "H", "H", "H", "H", "H", "H", "H", "C", "C", "C", "O", "C", "N", "H", "H", "H", "H", "H", "H", "H", "H", "H", "H", "H", "C", "C", "C", "O", "C", "N", "H", "H", "H", "H", "H", "H", "H", "H", "H", "H", "H", "C", "C", "C", "O", "C", "N", "H", "H", "H", "H", "H", "H", "H", "H", "H", "H", "H", "C", "C", "C", "O", "C", "N", "H", "H", "H", "H", "H", "H", "H", "H", "H", "H", "H", "C", "C", "O", "O", "H", "H", "H", "H", "H", "H", "C", "C", "O", "O", "H", "H", "H", "H", "H", "H", "C", "C", "O", "O", "H", "H", "H", "H", "H", "H", "C", "C", "O", "O", "H", "H", "H", "H", "H", "H", "C", "C", "O", "O", "H", "H", "H", "H", "H", "H"], "positions_angstrom": [[4.668, 5.237, -1.665], [3.229, 4.822, -1.917], [3.129, 3.292, -1.585], [3.425, 2.984, -0.283], [3.626, 1.579, -0.074], [2.245, 5.611, -1.235], [5.384, 4.435, -1.907], [4.872, 5.483, -0.628], [4.991, 6.095, -2.226], [3.021, 4.882, -2.992], [3.802, 2.705, -2.255], [2.071, 2.947, -1.789], [2.710, 1.030, -0.244], [4.000, 1.359, 0.922], [4.334, 1.232, -0.838], [2.388, 5.602, -0.236], [1.393, 5.112, -1.404], [-1.837, 0.108, -4.861], [-2.865, -0.890, -4.426], [-4.081, -0.200, -3.866], [-5.019, -1.154, -3.274], [-4.702, -1.616, -1.978], [-3.337, -1.708, -5.533], [-0.944, -0.352, -5.289], [-1.615, 0.769, -4.020], [-2.371, 0.714, -5.593], [-2.450, -1.531, -3.680], [-4.668, 0.330, -4.596], [-3.702, 0.485, -3.098], [-4.682, -0.797, -1.235], [-3.714, -2.127, -1.896], [-5.510, -2.340, -1.760], [-4.190, -2.203, -5.263], [-2.664, -2.417, -5.837], [-3.620, 0.183, 6.361], [-2.543, 1.213, 6.105], [-1.352, 0.630, 5.400], [-0.901, -0.511, 6.195], [0.506, -0.647, 6.115], [-3.046, 2.329, 5.235], [-3.886, -0.215, 5.373], [-4.509, 0.634, 6.805], [-3.254, -0.585, 7.020], [-2.196, 1.621, 7.039], [-0.548, 1.360, 5.331], [-1.610, 0.317, 4.370], [0.843, -1.316, 6.902], [1.036, 0.294, 6.195], [0.879, -1.146, 5.211], [-2.284, 2.960, 5.096], [-3.746, 2.929, 5.685], [-4.753, -3.401, 5.075], [-4.291, -3.908, 3.744], [-3.386, -2.873, 3.075], [-2.781, -3.393, 1.874], [-3.629, -3.404, 0.741], [-3.447, -5.097, 4.026], [-5.644, -3.961, 5.441], [-5.077, -2.361, 4.963], [-3.920, -3.444, 5.789], [-5.112, -4.115, 3.057], [-2.521, -2.690, 3.685], [-4.072, -2.053, 2.824], [-3.166, -3.856, -0.152], [-3.948, -2.367, 0.505], [-4.586, -3.957, 0.929], [-4.025, -5.917, 4.219], [-2.974, -5.368, 3.167], [-2.240, 5.898, 1.615], [-1.332, 5.759, 0.402], [-1.525, 4.384, -0.238], [-0.646, 4.306, -1.394], [-0.823, 3.096, -2.092], [-1.280, 6.927, -0.479], [-3.298, 5.853, 1.394], [-2.056, 6.893, 2.005], [-1.959, 5.185, 2.377], [-0.297, 5.711, 0.807], [-2.500, 4.163, -0.684], [-1.322, 3.546, 0.451], [-1.867, 3.027, -2.300], [-0.518, 2.285, -1.447], [-0.107, 3.077, -2.941], [-2.119, 7.196, -0.976], [-0.537, 6.902, -1.155], [4.105, -0.251, 3.227], [3.900, -1.051, 4.473], [3.352, -2.453, 4.299], [2.158, -2.406, 3.587], [1.479, -3.649, 3.332], [5.181, -1.304, 5.264], [4.654, 0.679, 3.517], [3.132, -0.010, 2.794], [4.676, -0.802, 2.502], [3.205, -0.492, 5.159], [3.258, -2.957, 5.258], [4.108, -3.035, 3.784], [2.071, -4.333, 2.733], [0.548, -3.378, 2.823], [1.251, -4.167, 4.271], [4.999, -1.134, 6.243], [5.948, -0.722, 4.976], [4.847, -1.390, -3.772], [5.183, -2.419, -2.681], [4.224, -2.124, -1.486], [4.458, -3.057, -0.498], [3.446, -3.081, 0.465], [5.110, -3.737, -3.277], [5.150, -0.395, -3.467], [3.760, -1.421, -3.943], [5.357, -1.603, -4.703], [6.235, -2.247, -2.373], [3.219, -2.202, -1.950], [4.273, -1.155, -0.987], [2.507, -3.482, 0.093], [3.333, -2.106, 0.905], [3.835, -3.830, 1.153], [4.209, -3.875, -3.682], [5.224, -4.452, -2.559], [0.492, -0.902, 1.318], [-0.624, -0.158, 0.644], [-0.465, -0.308, -0.908], [0.857, 0.119, -1.271], [1.185, -0.105, -2.629], [-1.957, -0.519, 1.098], [0.350, -0.754, 2.410], [1.474, -0.563, 1.022], [0.486, -1.983, 1.153], [-0.533, 0.919, 0.811], [-1.286, 0.230, -1.425], [-0.532, -1.371, -1.228], [1.179, -1.185, -2.823], [2.171, 0.374, -2.725], [0.498, 0.397, -3.345], [-2.153, -0.127, 1.988], [-2.091, -1.546, 1.061], [0.819, 3.646, -5.494], [-0.407, 4.497, -5.357], [-1.411, 4.099, -6.251], [0.566, 2.323, -5.039], [1.637, 4.102, -4.845], [1.269, 3.725, -6.496], [-0.108, 5.523, -5.498], [-0.770, 4.343, -4.330], [-2.126, 4.728, -6.079], [-0.271, 2.138, -5.462], [0.939, -5.434, -1.769], [0.326, -4.081, -2.007], [-0.958, -4.131, -2.630], [1.372, -5.994, -2.946], [0.105, -6.033, -1.319], [1.765, -5.372, -1.037], [1.004, -3.508, -2.653], [0.285, -3.453, -1.121], [-0.866, -4.130, -3.592], [1.560, -6.934, -2.886], [-4.300, 2.428, 1.769], [-4.542, 1.766, 0.413], [-3.350, 1.723, -0.332], [-3.431, 1.609, 2.547], [-5.277, 2.444, 2.289], [-3.986, 3.431, 1.525], [-5.374, 2.336, -0.101], [-4.943, 0.735, 0.555], [-2.892, 0.875, -0.060], [-3.628, 1.782, 3.490], [0.534, -3.023, -5.767], [1.848, -3.837, -5.989], [2.457, -4.125, -4.760], [-0.568, -3.827, -5.393], [0.240, -2.506, -6.708], [0.657, -2.296, -4.946], [2.511, -3.126, -6.527], [1.699, -4.815, -6.498], [1.935, -4.812, -4.276], [-0.841, -4.393, -6.103], [1.773, 2.252, 3.595], [1.329, 2.506, 2.210], [1.632, 3.841, 1.828], [1.281, 3.168, 4.528], [2.854, 2.251, 3.706], [1.337, 1.276, 3.866], [0.210, 2.465, 2.206], [1.803, 1.825, 1.495], [2.358, 3.885, 1.194], [1.559, 4.057, 4.239]], "e_tot_ev": -94237.2928, "homo_energy_ev": -8.7, "max_force_ev_per_a": 2.85, "relative_energy_kcal_mol": 0.00, "charge": 0}



{"formula": "C5H12ErMgO3", "method": "ωB97M-V/def2-TZVPD", "elements": ["O", "Er", "C", "O", "C", "C", "C", "O", "C", "Mg", "H", "H", "H", "H", "H", "H", "H", "H", "H", "H", "H", "H"], "positions_angstrom": [[0.258, 0.127, 2.948], [-1.391, 0.633, 4.786], [0.687, -2.940, -0.885], [0.709, -1.655, -0.306], [1.444, -0.616, -1.031], [1.203, 0.677, -0.308], [-0.024, 1.417, -0.762], [-1.121, 0.983, 0.104], [-2.322, 1.717, 0.049], [-0.112, -0.471, 1.151], [0.177, -3.605, -0.179], [0.139, -2.912, -1.839], [1.713, -3.298, -1.061], [1.062, -0.653, -2.069], [2.505, -0.907, -1.034], [2.094, 1.304, -0.229], [1.134, 0.712, 2.968], [-0.377, 1.225, -1.792], [0.105, 2.504, -0.647], [-2.840, 1.566, 1.004], [-2.147, 2.800, -0.036], [-2.897, 1.393, -0.832]], "multiplicity": 4, "e_tot_ev": -44579.5418, "homo_energy_ev": [-10.6, -10.6], "max_force_ev_per_a": 3.32, "s2": 3.754, "relative_energy_kcal_mol": 0.00, "charge": 1}



{"formula": "HI2OP", "method": "ωB97M-V/def2-TZVPD", "elements": ["O", "P", "I", "I", "H"], "positions_angstrom": [[-0.563, 0.656, -0.034], [-1.651, -0.024, 0.904], [-2.158, -2.393, -0.045], [-3.600, 1.073, -0.098], [0.197, 0.175, 0.249]], "e_tot_ev": -27554.8893, "homo_energy_ev": -9.3, "max_force_ev_per_a": 2.50, "smiles": "OP(I)I", "relative_energy_kcal_mol": 1.30, "charge": 0}



{"formula": "CH6N2O2", "method": "ωB97M-V/def2-TZVPD", "elements": ["N", "C", "N", "O", "H", "H", "H", "H", "H", "H", "O"], "positions_angstrom": [[0.692, 1.407, 0.236], [-0.466, 0.718, 0.016], [-1.420, 1.403, -0.684], [-0.659, -0.415, 0.423], [0.822, 2.280, -0.239], [1.455, 0.971, 0.727], [-1.230, 2.204, -1.267], [-2.280, 0.916, -0.888], [1.771, -3.415, 0.618], [0.502, -2.577, 0.497], [0.813, -3.491, 0.560]], "e_tot_ev": -8210.5037, "homo_energy_ev": -10.3, "max_force_ev_per_a": 0.74, "smiles": "NC(N)=O.O", "relative_energy_kcal_mol": 8.57, "charge": 0}



{"formula": "C4H10O2", "method": "ωB97M-V/def2-TZVPD", "elements": ["C", "C", "C", "C", "H", "H", "H", "H", "H", "H", "H", "H", "O", "H", "H", "O"], "positions_angstrom": [[2.315, -0.371, -1.685], [1.466, 0.109, -0.722], [1.938, 1.352, -0.178], [1.818, 1.949, 1.058], [3.325, 0.064, -1.912], [1.934, -1.089, -2.501], [0.421, -0.055, -0.695], [2.402, 2.101, -0.915], [1.236, 2.797, 1.201], [2.171, 1.382, 1.966], [-4.981, -1.272, -1.049], [-3.986, -1.813, -0.256], [-4.504, -1.065, -0.268], [-1.223, -1.070, 2.281], [-2.532, -1.246, 1.692], [-1.800, -1.773, 1.985]], "e_tot_ev": -8400.8372, "homo_energy_ev": -8.0, "max_force_ev_per_a": 5.04, "smiles": "C=CC=C.O.O", "relative_energy_kcal_mol": 108.61, "charge": 0}



{"formula": "C37H52As3BaCl2FN8O5S", "method": "ωB97M-V/def2-TZVPD", "elements": ["Ba", "Cl", "C", "C", "C", "C", "C", "Cl", "C", "S", "H", "H", "H", "C", "As", "C", "C", "C", "C", "C", "As", "C", "C", "C", "As", "C", "C", "H", "H", "H", "H", "H", "H", "H", "H", "H", "H", "H", "H", "H", "H", "H", "H", "H", "H", "H", "H", "H", "H", "H", "H", "H", "H", "H", "C", "C", "N", "C", "C", "N", "C", "N", "N", "N", "C", "C", "C", "C", "C", "C", "H", "H", "H", "H", "H", "H", "H", "H", "H", "H", "H", "F", "C", "C", "N", "C", "C", "O", "O", "C", "O", "N", "C", "O", "H", "H", "H", "H", "C", "N", "C", "C", "O", "H", "H", "H", "H", "H", "H", "H"], "positions_angstrom": [[0.028, 0.463, 0.403], [1.029, -2.629, -0.234], [2.412, -3.094, 0.702], [2.884, -4.383, 0.547], [4.013, -4.792, 1.236], [4.673, -3.890, 2.058], [4.184, -2.611, 2.210], [5.047, -1.521, 3.230], [3.012, -2.155, 1.563], [2.417, -0.578, 1.875], [2.369, -5.062, -0.116], [4.383, -5.798, 1.130], [5.569, -4.185, 2.580], [-3.166, -1.462, 4.625], [-2.125, -1.079, 2.960], [-0.440, -1.506, 3.852], [-2.275, -2.853, 2.070], [-3.474, -3.072, 1.144], [-3.348, -4.455, 0.501], [-3.536, -2.000, 0.055], [-1.882, -1.403, -0.857], [-1.610, -2.892, -2.123], [-2.875, -0.308, -2.134], [-4.773, -2.993, 1.949], [-6.457, -3.316, 0.935], [-6.983, -1.447, 0.537], [-7.579, -3.447, 2.552], [-4.237, -1.281, 4.531], [-2.784, -0.799, 5.406], [-3.010, -2.492, 4.947], [-0.554, -2.402, 4.464], [-0.155, -0.678, 4.496], [0.364, -1.666, 3.138], [-2.253, -3.637, 2.832], [-1.359, -2.967, 1.475], [-2.397, -4.537, -0.023], [-4.163, -4.622, -0.207], [-3.387, -5.234, 1.260], [-3.921, -1.072, 0.503], [-4.248, -2.324, -0.720], [-2.573, -3.207, -2.532], [-1.127, -3.745, -1.655], [-0.969, -2.548, -2.937], [-3.558, -0.919, -2.731], [-2.190, 0.216, -2.799], [-3.446, 0.432, -1.580], [-4.844, -2.003, 2.414], [-4.752, -3.738, 2.749], [-6.538, -1.083, -0.387], [-6.702, -0.780, 1.351], [-8.066, -1.411, 0.420], [-7.378, -4.374, 3.085], [-8.635, -3.433, 2.287], [-7.377, -2.609, 3.218], [3.775, 1.597, -0.457], [2.943, 1.258, -1.630], [1.727, 0.768, -1.613], [1.337, 0.640, -2.914], [2.332, 1.065, -3.736], [3.357, 1.456, -2.911], [4.646, 1.921, -3.348], [5.238, 1.016, -4.287], [5.586, 1.441, -5.516], [6.134, 0.513, -6.171], [6.177, -0.611, -5.399], [6.681, -1.886, -5.649], [6.560, -2.816, -4.644], [5.949, -2.505, -3.420], [5.449, -1.251, -3.147], [5.581, -0.300, -4.151], [3.216, 1.355, 0.441], [4.018, 2.659, -0.455], [4.702, 1.023, -0.447], [0.368, 0.249, -3.167], [2.410, 1.128, -4.803], [5.287, 2.028, -2.466], [4.570, 2.887, -3.865], [7.145, -2.110, -6.595], [6.939, -3.816, -4.796], [5.873, -3.277, -2.668], [4.973, -1.030, -2.204], [3.592, 5.628, 0.281], [2.395, 5.728, 0.893], [1.998, 4.751, 1.738], [0.801, 4.796, 2.378], [0.328, 3.615, 3.052], [0.155, 2.468, 2.011], [-0.625, 1.557, 2.286], [0.825, 2.560, 0.977], [-0.087, 5.829, 2.167], [-1.198, 5.867, 2.646], [0.388, 6.838, 1.361], [1.582, 6.898, 0.636], [1.818, 7.839, -0.084], [2.633, 3.904, 1.947], [-0.623, 3.833, 3.537], [1.047, 3.275, 3.800], [-0.222, 7.642, 1.271], [-3.617, 3.466, -0.497], [-2.275, 3.994, -0.645], [-2.113, 5.422, -0.543], [-1.265, 3.147, -0.785], [-1.386, 1.933, -0.787], [-4.328, 4.284, -0.545], [-3.717, 2.939, 0.453], [-3.820, 2.762, -1.306], [-2.641, 5.923, -1.359], [-1.057, 5.681, -0.601], [-2.511, 5.770, 0.413], [-0.292, 3.632, -0.935]], "e_tot_ev": -283180.4918, "homo_energy_ev": -6.9, "max_force_ev_per_a": 5.62, "relative_energy_kcal_mol": 64.50, "charge": 0}



{"formula": "C14H9F3NSTl", "method": "ωB97M-V/def2-TZVPD", "elements": ["Tl", "S", "C", "N", "C", "C", "C", "C", "H", "H", "H", "H", "H", "F", "C", "F", "F", "C", "C", "C", "C", "C", "C", "C", "C", "H", "H", "H", "H"], "positions_angstrom": [[-0.190, -2.863, 0.234], [0.207, -1.029, 2.703], [0.029, -1.767, 4.204], [-0.808, -1.204, 5.130], [-0.828, -1.558, 6.457], [-0.035, -2.600, 6.837], [0.833, -3.238, 5.893], [0.879, -2.840, 4.581], [-1.257, -0.328, 4.775], [-1.564, -1.038, 7.095], [-0.071, -2.964, 7.830], [1.353, -4.172, 6.112], [1.445, -3.366, 3.789], [1.237, 4.433, -5.651], [0.046, 3.858, -5.488], [-0.847, 4.763, -4.966], [-0.410, 3.468, -6.743], [0.078, 2.677, -4.622], [-0.653, 2.636, -3.419], [-0.723, 1.472, -2.702], [0.113, 0.345, -3.061], [0.749, 0.389, -4.354], [0.691, 1.499, -5.148], [0.022, -0.770, -2.196], [-0.222, -1.785, -1.540], [-1.081, 3.602, -3.131], [-1.371, 1.357, -1.792], [1.270, -0.517, -4.661], [1.108, 1.540, -6.163]], "e_tot_ev": -39813.6294, "homo_energy_ev": [-15.1, -13.9], "max_force_ev_per_a": 2.72, "charge": 2}